Here is a structure of composition C27H56CaNO8 from the OMol25 dataset. Energies are from wB97M-V/def2-TZVPD.

Geometry (Å):
Ca  0.7642  2.7744  -2.1086
O  0.5003  -0.6630  1.8379
C  0.3263  0.2069  0.8479
O  0.1805  1.4244  0.9893
O  0.5232  -0.1867  -0.2761
H  0.5961  -1.5114  1.3990
C  3.6627  -6.1726  1.1159
C  3.1743  -6.0222  2.5544
C  2.2454  -4.8155  2.4956
O  1.8020  -4.7751  1.0736
C  2.3912  -5.8599  0.3542
H  4.0644  -7.1448  0.8304
H  4.4616  -5.4716  0.8744
H  3.9800  -5.8116  3.2576
H  2.6700  -6.9347  2.8727
H  2.7167  -3.8993  2.8512
H  1.3703  -5.0253  3.1106
H  2.6606  -5.7713  -0.6982
H  1.5942  -6.5976  0.4479
C  3.3524  8.2956  2.8757
C  3.2633  6.8178  2.4178
C  1.8869  6.3173  2.9113
O  1.0893  7.4547  2.5797
C  1.8477  8.6619  3.0420
H  3.9377  9.0014  2.2864
H  3.8884  8.3213  3.8245
H  4.0724  6.1548  2.7242
H  3.2719  6.7265  1.3316
H  1.7813  6.1027  3.9748
H  1.6367  5.4729  2.2690
H  1.4761  8.8306  4.0527
H  1.6606  9.5413  2.4258
C  -4.4825  0.4963  -4.4612
C  -4.7627  1.9973  -4.7561
C  -3.4916  2.7043  -4.3372
O  -2.9254  1.8695  -3.2852
C  -3.7511  0.7018  -3.1015
H  -3.7947  0.0985  -5.2073
H  -5.4257  -0.0384  -4.3489
H  -5.6219  2.3435  -4.1815
H  -4.9784  2.3262  -5.7727
H  -3.6065  3.7123  -3.9388
H  -2.9333  2.7216  -5.2732
H  -4.4659  0.9531  -2.3178
H  -3.2363  -0.2395  -2.9087
C  6.5470  2.8693  -2.4450
C  6.4146  1.7155  -1.4849
C  4.8831  1.3476  -1.5102
O  4.2477  2.6159  -1.7264
C  5.2634  3.6070  -2.0808
H  6.5519  2.6166  -3.5053
H  7.3806  3.4954  -2.1268
H  6.6026  2.0420  -0.4621
H  7.0544  0.8519  -1.6665
H  4.7384  0.9663  -0.4993
H  4.3514  0.6788  -2.1869
H  5.5300  4.1409  -1.1687
H  4.9299  4.4363  -2.7046
C  2.7352  -0.4303  -6.5492
C  1.3308  -1.0357  -6.6575
C  0.5823  -0.5121  -5.4119
O  1.5200  0.4584  -4.8387
C  2.4932  0.8590  -5.7844
H  3.2176  -0.1316  -7.4799
H  3.4633  -1.0377  -6.0116
H  1.3467  -2.1254  -6.6359
H  0.7986  -0.6976  -7.5466
H  0.3955  -1.2694  -4.6504
H  -0.2664  0.0891  -5.7381
H  3.3406  1.3410  -5.2970
H  2.1137  1.7001  -6.3646
C  -3.2899  -2.9827  4.4027
C  -4.4946  -3.0111  5.3206
N  -5.7932  -3.3366  4.6392
C  -6.0967  -2.5157  3.4492
C  -6.2566  -0.9874  3.7299
C  -5.8114  -4.7875  4.1984
C  -6.1159  -5.8478  5.2021
H  -3.2281  -3.8102  3.6960
H  -2.3899  -2.9354  5.0159
H  -3.3400  -2.0799  3.7939
H  -4.4225  -3.6469  6.2030
H  -4.5438  -2.0486  5.8297
H  -5.2323  -2.5781  2.7880
H  -6.9320  -2.8405  2.8288
H  -5.2787  -0.5603  3.9522
H  -6.6773  -0.5442  2.8273
H  -6.8198  -0.8780  4.6567
H  -4.9134  -4.9728  3.6089
H  -6.5774  -4.8469  3.4253
H  -5.4010  -6.0516  5.9992
H  -6.2285  -6.8069  4.6967
H  -7.0964  -5.6104  5.6148

Results
Kohn-Sham gap = 3.339 eV
E_LUMO = -5.9 eV
Net charge = +1
Calculated total energy = -2396.19584 a.u.
Energy above the lowest of the compared OMol25 structures with the same formula, charge and spin = 171.6 kcal per mole
2S+1 = 1

Here are the Löwdin charges for atoms 1 to 6, given in e: atom 1 (Ca): 1.7103, atom 2 (O): 0.1181, atom 3 (C): -0.9335, atom 4 (O): -0.0704, atom 5 (O): -0.0551, atom 6 (H): 0.1091

---

Here is a cluster of 2 separate species, C3H3F2N4 in total from the OMol25 dataset. Energies are from wB97M-V/def2-TZVPD.

Geometry (Å):
C  -1.1958  -0.0412  0.0593
C  1.7666  -0.2269  -0.0482
C  0.8520  0.9847  0.0205
N  -2.2609  0.6041  -0.2900
N  -1.3482  -1.3391  0.3552
N  -3.1559  -0.3373  -0.2389
N  -2.6151  -1.4878  0.1137
F  0.9185  1.6056  1.2333
F  0.9986  1.8430  -1.0506
H  2.8156  -0.2192  0.3512
H  1.9543  -0.3902  -1.0139
H  1.2703  -0.9958  0.5085

Results
Kohn-Sham gap (spin up / spin down) = 6.367 / 6.689 eV
E_LUMO (spin up / spin down) = 3.8 / 2.1 eV
Net charge = -1
Calculated total energy = -534.67474 a.u.
Energy above the lowest of the compared OMol25 structures with the same formula, charge and spin = 19.7 kcal per mole
2S+1 = 3
Expectation value of S² = 2.008

Here are the Löwdin charges for atoms 1 to 6, given in e: atom 1 (C): -0.3279, atom 2 (C): -0.0264, atom 3 (C): -0.3682, atom 4 (N): -0.0777, atom 5 (N): -0.0830, atom 6 (N): -0.1770

---

Here is a structure of composition C3H2N2O2 from the OMol25 dataset. Energies are from wB97M-V/def2-TZVPD.

Geometry (Å):
C  -1.4914  1.4037  -0.9811
C  -0.2809  0.8361  -0.8413
C  -0.0362  -0.5945  0.5329
N  -2.5168  1.9250  -1.1247
N  1.2075  -1.0781  0.8100
O  2.2026  -0.5858  0.3141
O  1.1868  -2.0163  1.6006
H  0.6741  1.0976  -1.2520
H  -0.9457  -0.9876  0.9415

Results
Kohn-Sham gap (spin up / spin down) = 7.939 / 8.852 eV
E_LUMO (spin up / spin down) = -2.6 / -2.3 eV
Net charge = 0
Calculated total energy = -375.21315 a.u.
Energy above the lowest of the compared OMol25 structures with the same formula, charge and spin = 187.2 kcal per mole
2S+1 = 1

Here are the Löwdin charges for atoms 1 to 6, given in e: atom 1 (C): -0.3139, atom 2 (C): 0.1109, atom 3 (C): 0.1902, atom 4 (N): 0.1848, atom 5 (N): -0.4799, atom 6 (O): 0.0699

---

F_max list, top to bottom, in eV Å⁻¹: 5.88; 4.69; 7.11